(1)
ORCA calculation (wB97M-V/def2-TZVPD) on a structure of composition C36H72O9 in a non-equilibrium geometry.

Structure (XYZ):
```
117
Properties=species:S:1:pos:R:3:forces:R:3
O 32.926000 10.802000 43.157000 2.00 -0.81 1.94
O 31.272000 16.398000 40.133000 -2.16 1.09 -1.06
O 31.689000 14.907000 44.267000 1.55 -2.07 -1.31
O 34.855000 15.076000 38.424000 -0.48 -0.68 1.29
O 26.139000 21.200000 42.075000 0.41 -1.43 0.98
O 27.715000 15.023000 41.651000 1.33 -0.77 1.11
O 34.388000 19.163000 44.998000 -0.83 0.48 0.51
O 30.186000 19.562000 43.899000 1.73 0.39 1.17
O 30.012000 16.542000 35.000000 1.32 1.45 1.95
C 31.271000 20.622000 43.742000 -2.84 0.18 1.88
C 28.015000 17.418000 35.969000 -2.18 -5.17 1.94
C 26.825000 16.084000 41.442000 -1.67 -0.17 1.72
C 32.629000 12.187000 41.469000 3.71 -2.45 -4.98
C 29.036000 20.059000 43.280000 1.00 -0.66 -4.76
C 35.298000 17.857000 43.259000 4.08 0.41 0.18
C 29.400000 15.355000 44.007000 6.37 5.06 -12.86
C 33.443000 15.209000 38.369000 -1.44 3.78 0.86
C 27.124000 22.171000 40.187000 -0.51 1.65 -0.89
C 32.703000 10.764000 41.785000 -4.05 -2.39 2.43
C 27.383000 20.700000 40.130000 0.50 -1.41 3.00
C 27.227000 16.702000 40.141000 -2.28 -4.78 -2.58
C 35.026000 13.728000 37.953000 2.60 5.14 -3.79
C 34.768000 19.241000 43.604000 1.85 -2.22 2.55
C 30.987000 13.595000 44.105000 -2.75 3.57 0.71
C 33.703000 12.748000 42.270000 2.42 1.65 1.32
C 29.169000 17.838000 36.756000 -0.64 1.30 1.74
C 33.003000 14.637000 37.057000 0.13 0.69 2.52
C 31.166000 17.789000 40.012000 -0.84 1.90 4.91
C 30.787000 15.945000 44.370000 -2.38 0.54 -1.69
C 32.271000 18.306000 41.018000 -0.87 0.12 2.00
C 30.256000 16.900000 36.467000 -1.75 -2.62 -0.55
C 29.725000 14.017000 43.302000 -1.96 -1.19 2.94
C 26.494000 20.100000 41.308000 -4.25 -2.56 -4.19
C 28.058000 15.588000 39.383000 3.78 0.57 2.06
C 34.013000 11.782000 43.404000 -1.75 -4.44 -8.85
C 29.064000 21.570000 43.318000 3.12 -0.24 -0.79
C 28.610000 16.583000 34.863000 -1.57 -2.47 -3.53
C 31.302000 16.154000 41.510000 3.69 0.94 -1.76
C 26.069000 22.334000 41.255000 -1.63 0.41 -0.50
C 28.120000 14.399000 40.443000 5.46 5.88 1.76
C 34.538000 17.058000 44.295000 -3.31 -4.35 0.12
C 30.432000 21.881000 43.947000 2.02 2.64 0.68
C 33.557000 17.905000 45.090000 1.38 1.62 0.50
C 34.089000 13.779000 36.809000 4.22 -1.60 -2.57
C 32.236000 17.205000 42.044000 1.84 -2.42 3.04
H 28.906000 16.172000 43.270000 0.51 -2.19 1.97
H 33.858000 16.125000 43.933000 2.01 1.88 0.43
H 35.329000 20.055000 43.252000 1.20 1.25 0.63
H 32.097000 19.354000 41.724000 1.10 -2.86 -3.31
H 26.699000 16.823000 42.345000 1.46 -1.08 -1.38
H 30.984000 16.948000 43.772000 -0.54 -2.87 2.22
H 29.151000 15.961000 39.464000 -1.65 -0.41 -1.15
H 32.128000 20.611000 44.432000 -0.58 -0.96 0.03
H 28.300000 20.530000 40.685000 0.95 0.26 -0.80
H 28.817000 13.315000 43.442000 1.38 0.81 0.47
H 31.019000 22.806000 43.536000 -1.24 -1.59 0.00
H 33.951000 19.248000 43.079000 -5.22 0.72 -2.93
H 25.048000 22.523000 40.772000 0.96 -0.60 0.88
H 29.129000 19.676000 42.089000 -0.40 0.85 2.75
H 31.539000 13.105000 43.345000 1.03 -1.71 1.10
H 27.560000 18.133000 35.481000 -2.42 4.22 -1.86
H 28.325000 21.844000 43.931000 -2.87 1.48 2.36
H 28.851000 17.827000 37.811000 0.70 0.42 -0.15
H 36.549000 17.976000 43.455000 -3.41 -1.10 -0.41
H 29.049000 13.731000 40.545000 -1.01 1.68 -0.02
H 33.851000 12.830000 36.531000 -0.95 -2.86 -1.09
H 32.814000 15.375000 36.394000 -0.48 2.08 -2.45
H 27.749000 17.456000 40.474000 3.28 4.36 0.49
H 31.855000 17.572000 43.009000 0.68 0.26 -1.11
H 30.507000 16.103000 42.087000 -5.06 0.61 1.40
H 27.470000 20.143000 39.232000 -0.52 -0.32 -0.89
H 26.899000 22.804000 39.274000 0.12 -1.27 0.79
H 34.941000 11.324000 43.368000 1.83 -0.75 0.16
H 32.781000 14.710000 39.180000 1.76 0.98 -0.60
H 33.134000 17.922000 40.501000 1.34 1.96 -0.51
H 31.599000 20.552000 42.756000 0.62 0.05 -1.67
H 28.935000 22.105000 42.395000 -0.01 -0.19 -0.58
H 34.587000 12.787000 41.708000 1.29 0.56 -1.12
H 31.622000 15.185000 41.598000 1.60 -2.45 0.15
H 27.084000 16.895000 36.621000 2.68 0.90 -1.72
H 31.495000 18.190000 39.175000 1.16 0.84 -4.79
H 33.210000 16.523000 42.390000 -2.06 2.64 -1.51
H 31.194000 17.300000 36.783000 1.06 -0.03 -0.86
H 30.436000 22.224000 45.041000 -0.52 -1.12 -1.25
H 28.315000 15.515000 34.810000 -0.32 0.34 0.75
H 34.964000 16.654000 45.169000 2.27 -0.83 0.24
H 27.969000 22.616000 40.642000 1.22 0.64 -0.07
H 26.463000 16.962000 39.435000 -0.82 0.69 0.24
H 31.784000 12.655000 41.557000 -5.20 2.08 0.85
H 27.465000 13.867000 40.083000 -7.19 -6.36 -2.81
H 29.808000 13.866000 42.285000 0.87 0.86 -2.16
H 26.852000 19.077000 41.761000 -0.40 2.70 -0.14
H 25.337000 19.678000 40.714000 3.00 0.96 1.56
H 33.209000 10.029000 41.246000 2.88 -0.21 -1.26
H 32.630000 18.054000 44.587000 -0.74 0.51 -0.21
H 30.660000 16.030000 45.370000 0.08 1.86 3.51
H 25.853000 15.649000 41.566000 -1.13 -0.31 -1.00
H 28.152000 16.846000 33.697000 1.94 0.18 3.05
H 31.807000 10.074000 41.761000 -0.56 1.59 -0.19
H 28.879000 15.095000 44.680000 -7.11 -2.58 9.55
H 34.908000 13.052000 38.619000 -1.42 -4.44 5.01
H 32.829000 12.172000 40.365000 0.11 0.93 0.54
H 30.242000 18.429000 40.263000 0.21 -1.94 -0.14
H 29.411000 18.814000 36.397000 0.50 0.99 0.29
H 33.560000 13.737000 42.721000 -0.33 -0.01 -0.47
H 33.215000 16.366000 38.255000 0.46 -2.15 1.24
H 26.289000 23.100000 41.972000 -0.09 1.00 -0.10
H 33.728000 12.204000 44.156000 -2.23 4.29 9.29
H 30.021000 15.995000 37.113000 0.69 0.51 -0.97
H 28.060000 19.728000 43.603000 0.26 -0.79 0.76
H 30.518000 13.359000 45.150000 1.93 -0.84 -1.77
H 27.789000 15.232000 38.361000 -0.04 0.65 0.88
H 33.282000 17.533000 46.199000 1.22 1.15 -2.46
H 36.074000 13.606000 37.592000 -0.58 0.24 0.32
H 34.823000 14.115000 36.075000 -0.82 0.37 -0.82
H 35.170000 17.533000 42.170000 0.01 0.50 1.62
H 32.155000 14.130000 37.284000 -2.87 -1.61 0.03
```
Positions in Å, forces in eV/Å.

* maximum force: 15.214 eV/Å
* Kohn-Sham gap: 9.8 eV
* total charge: 0
* calculated total energy: -2091.142741 hartree
* ΔE to the lowest compared entry with this formula, charge and spin: 476.8 kcal per mole

Atomic partial charges in e from the Löwdin method, atoms 1 to 5:
1. O -0.12
2. O -0.11
3. O -0.16
4. O -0.10
5. O -0.15

(2)
ORCA calculation (wB97M-V/def2-TZVPD) on a structure of composition H29O14 in a non-equilibrium geometry.

Structure (XYZ):
```
43
Properties=species:S:1:pos:R:3:forces:R:3
O -0.707198 -4.433500 1.305576 0.46 0.10 1.25
O -2.294469 2.269759 2.488093 1.21 2.72 -0.90
O -3.686504 1.869829 -0.591981 -0.69 1.77 1.72
O -1.681586 0.746894 -2.252241 -4.68 0.06 -0.48
O 0.198126 -0.252887 -0.866378 -1.38 -1.48 1.21
O 1.284536 -2.702958 1.315002 0.56 0.18 -0.45
O -0.276210 3.927834 0.707171 0.40 0.82 -0.47
O -3.252421 -2.235578 -2.402404 -0.77 -0.09 -0.93
O 0.352228 0.928105 1.644095 0.14 1.83 2.20
O -1.888172 -2.801903 -0.060591 2.47 1.28 -0.07
O 2.392795 2.726009 0.030869 -0.01 0.89 0.39
O 3.709307 0.034553 -0.450060 1.07 3.59 1.80
O 4.420125 -0.840644 2.101306 0.59 0.94 -0.14
O 2.550724 0.791961 -2.443490 -3.78 0.34 0.11
H -1.884781 1.449212 2.663086 -0.05 -1.71 0.25
H 3.081623 3.312379 -0.319915 -0.33 -0.15 0.13
H -0.802505 4.747224 0.732173 0.25 -0.81 0.24
H 1.760019 3.345940 0.464324 0.34 -0.44 -0.57
H 1.707738 -2.693913 0.420709 -0.52 0.26 1.01
H -4.575691 2.052738 -0.212501 0.34 -0.68 -0.80
H 0.839054 1.773675 1.530944 -0.31 -1.16 -0.01
H 0.438437 0.455437 0.840706 0.10 -0.76 -2.09
H -3.505691 -2.428073 -3.335868 0.57 0.13 0.69
H -2.607806 -3.075465 -0.628178 -0.58 -0.48 -0.75
H -4.111905 -2.334790 -1.963801 0.03 0.12 0.19
H 0.700073 0.204520 -1.519427 0.67 0.80 -0.90
H 3.916914 -1.532998 2.477006 -0.56 -1.44 0.80
H -2.602415 0.266550 -2.137797 2.73 0.43 -0.26
H 3.723237 -0.273770 1.763242 0.09 0.28 -0.48
H -1.163465 -3.730470 0.476147 -0.43 -0.51 -0.08
H -3.223235 2.549650 -0.032065 0.28 -1.12 -0.91
H -0.752557 -0.176093 -1.147932 1.48 0.55 0.19
H 2.703622 -0.103207 -2.654526 0.79 -1.23 -0.37
H -0.251735 -3.759750 1.895705 -0.05 -0.81 -0.65
H -3.223536 2.384598 2.539874 -0.99 -0.92 0.46
H -1.272896 -2.223204 -0.639711 -1.05 -0.98 0.93
H 4.528162 -0.366533 -0.761014 0.24 0.23 0.40
H -0.740142 3.224265 1.161494 -0.67 -0.14 0.38
H -2.149221 1.617725 -2.353105 1.32 -0.48 0.24
H -0.173648 -5.308751 1.362558 -0.66 1.09 -0.69
H 3.240001 1.342368 -2.679417 2.22 1.22 -0.85
H 1.343139 -1.807379 1.679527 0.06 0.00 -0.40
H 3.937927 1.060640 -0.147203 -0.91 -4.21 -1.33
```
Positions in Å, forces in eV/Å.

* multiplicity: 2
* maximum force: 4.704 eV/Å
* Kohn-Sham gap (alpha / beta): 2.7 / 9.9 eV
* total charge: 0
* calculated total energy: -1070.538209 hartree
* ΔE to the lowest compared entry with this formula, charge and spin: 9.0 kcal per mole
* ⟨S²⟩: 0.751

Atomic partial charges in e from the Löwdin method, atoms 1 to 5:
1. O -0.07
2. O -0.02
3. O -0.09
4. O -0.13
5. O -0.11

(3)
ORCA calculation (wB97M-V/def2-TZVPD) on a structure of composition C30H50P4STb in a non-equilibrium geometry.

Structure (XYZ):
```
86
Properties=species:S:1:pos:R:3:forces:R:3
Tb -0.039648 -0.286800 -0.224074 0.25 -0.21 0.31
S 0.271012 -0.564123 -2.733690 -0.29 0.39 0.61
P -0.798066 2.237930 0.768458 0.03 0.72 0.08
P 0.651337 -1.477113 2.184887 -0.48 0.25 1.40
P 2.382938 1.174074 -0.509433 1.23 0.95 -0.10
P -2.793350 -0.596788 -0.992141 -0.71 0.82 -0.25
C -0.749462 1.184079 5.089155 -0.04 -0.30 -0.13
C 0.695221 -4.463443 4.934722 -0.22 0.36 -0.16
C 2.764100 -4.617866 3.631542 -0.30 -0.11 0.30
C 0.296381 -3.357181 4.182266 0.46 -0.18 -0.10
C -1.082265 -1.020251 -4.916596 -1.11 -0.68 -0.33
C 0.465311 -0.199592 3.522779 0.33 0.24 -0.66
C -3.369674 -1.983139 -1.997737 -0.16 -0.68 -0.19
C 3.609626 0.472512 -1.674202 -0.03 -0.34 -0.12
C -0.751261 0.231415 4.062895 0.45 0.00 -0.09
C 2.307228 -1.636736 -4.657068 0.77 -0.77 -0.42
C 1.685849 1.276282 5.017417 -0.26 -0.11 0.15
C -1.126919 -1.837840 1.669121 0.42 -0.07 0.19
C -1.069512 3.554048 -0.483213 -0.04 -0.20 0.01
C 3.423263 1.434824 0.964544 -0.03 -0.07 0.43
C -1.721038 0.668773 -6.541052 -0.30 1.11 0.03
C -3.217391 0.828576 -2.063841 -0.10 0.09 -0.23
C -1.188653 1.638886 -5.707982 0.71 -0.10 -1.58
C -0.506942 -0.032012 -4.112554 1.49 -0.93 -0.30
C -0.132809 1.276237 -4.697350 -1.39 0.32 0.02
C 1.139124 -2.900422 3.157855 0.47 -0.72 -0.54
C -4.126502 -0.464233 0.256573 -0.12 -0.20 0.45
C -1.669958 -0.699114 -6.146716 1.12 -0.19 0.13
C 2.369062 -3.525695 2.858812 -0.44 -0.01 0.45
C -2.363029 2.273933 1.689448 -0.03 0.01 -0.01
C 1.685424 0.346859 3.979922 -0.27 -0.03 0.08
C 1.914162 -5.084014 4.647778 0.17 0.07 0.04
C 2.293519 2.895963 -1.159273 -0.35 -0.10 -0.21
C 0.464600 1.670867 5.582838 -0.27 0.09 -0.03
C 2.186769 -2.341123 -3.521854 0.75 -0.55 -0.67
C 0.349579 3.021819 1.958221 -0.01 -0.08 0.18
H 3.107132 0.007704 -2.532404 0.23 0.26 0.14
H -3.211502 2.142251 1.010803 0.12 0.15 0.18
H 0.810978 1.107666 -5.268456 -0.36 -0.34 -0.15
H -4.212465 0.603765 -2.478433 0.29 0.32 0.02
H 3.319644 -1.378519 -5.002995 -0.58 0.97 0.52
H 0.742713 2.270889 2.659157 -0.14 0.31 -0.19
H 3.806321 0.469731 1.309197 0.05 0.11 -0.06
H -1.060930 -2.049304 -4.508969 -0.20 0.69 -0.55
H 2.004966 3.615891 -0.387053 0.12 -0.19 -0.20
H -1.725197 -0.909434 1.542619 0.08 -0.45 0.02
H 4.266016 2.098968 0.736027 -0.15 -0.19 -0.04
H -3.837636 0.157752 1.108030 0.01 -0.11 -0.17
H 2.209936 -5.938788 5.257495 0.01 0.22 -0.25
H 4.291830 1.268590 -2.017903 -0.24 -0.39 0.18
H -2.371678 1.495066 2.457450 -0.09 0.25 -0.09
H -2.022153 -1.468592 -6.865290 0.14 0.47 0.82
H 3.278832 3.168901 -1.556079 -0.23 -0.02 0.16
H -3.270167 1.768081 -1.490486 -0.01 -0.39 -0.22
H -5.031850 -0.021058 -0.170443 0.12 -0.17 -0.07
H -0.115925 3.926609 -0.875631 -0.36 -0.04 0.18
H 1.560236 2.941343 -1.973436 0.21 0.10 0.07
H -2.637796 -2.342366 -2.728979 -0.05 0.17 0.21
H -2.494793 0.939133 -2.889987 -0.36 0.01 0.33
H 3.722661 -5.116888 3.470895 -0.36 0.21 -0.05
H -2.195612 0.910350 -7.524031 0.15 0.05 1.27
H 2.852417 1.870846 1.791413 0.10 -0.05 -0.21
H 0.052775 -4.817931 5.748505 0.35 0.05 -0.37
H 2.966503 -2.224111 -2.748703 -0.17 -0.71 -0.60
H -4.380933 -1.454374 0.660159 0.08 0.21 -0.17
H -2.400234 3.261263 2.162941 -0.29 -0.20 0.00
H -1.632131 -2.451289 2.425475 0.08 0.15 -0.29
H -3.638615 -2.823126 -1.340492 0.12 0.18 -0.21
H -0.642307 -2.834713 4.377934 0.25 -0.24 0.15
H -1.610269 4.356562 0.036804 0.14 -0.04 -0.34
H -4.272908 -1.677441 -2.540828 0.13 -0.09 0.15
H -1.345018 2.697919 -5.896954 0.10 -0.17 -0.32
H -1.081551 -2.427602 0.715749 -0.36 0.21 0.58
H 0.220827 2.057936 -4.003266 -0.78 -0.29 -0.05
H 0.439128 2.365441 6.423659 0.13 -0.14 -0.29
H -1.685189 -0.189998 3.689605 0.12 0.12 0.26
H 1.185961 3.523554 1.450066 -0.39 -0.15 0.26
H 2.998369 -3.143986 2.052801 -0.14 -0.15 0.23
H -1.713287 1.503142 5.501141 0.51 -0.05 0.00
H 2.622665 1.681673 5.412325 -0.35 -0.19 -0.20
H -1.668064 3.166303 -1.320325 0.13 0.27 0.29
H 1.499499 -1.503191 -5.384199 0.40 -0.69 0.04
H -0.247250 3.748851 2.529283 0.37 -0.05 -0.17
H 4.187814 -0.301705 -1.152325 -0.07 0.16 -0.17
H 1.476252 -3.178619 -3.430956 -0.25 1.04 0.48
H 2.633984 0.027267 3.538654 -0.29 0.03 0.18
```
Positions in Å, forces in eV/Å.

* multiplicity: 7
* maximum force: 1.781 eV/Å
* Kohn-Sham gap (alpha / beta): 5.8 / 6.1 eV
* total charge: +3
* calculated total energy: -3760.130618 hartree
* ΔE to the lowest compared entry with this formula, charge and spin: 21.4 kcal per mole
* ⟨S²⟩: 12.616

Atomic partial charges in e from the Löwdin method, atoms 1 to 5:
1. Tb 0.77
2. S 0.64
3. P 0.72
4. P 0.92
5. P 0.70

(4)
ORCA calculation (wB97M-V/def2-TZVPD) on a cluster of 2 separate species, CH2FIS in total in a non-equilibrium geometry.

Structure (XYZ):
```
6
Properties=species:S:1:pos:R:3:forces:R:3
I 3.046434 -0.091739 -0.166874 -0.39 -0.19 0.09
S 1.448772 -1.681816 0.555819 -1.10 1.00 -0.46
F -1.235125 0.861760 0.971567 0.00 0.05 1.05
C -1.055210 0.250577 -0.152993 1.04 0.39 1.27
H -0.204752 0.621892 -0.639106 1.13 -0.03 -1.07
H -2.000120 0.039327 -0.568411 -0.68 -1.21 -0.88
```
Positions in Å, forces in eV/Å.

* maximum force: 1.684 eV/Å
* Kohn-Sham gap (alpha / beta): 5.6 / 5.6 eV
* total charge: 0
* calculated total energy: -834.902673 hartree
* ΔE to the lowest compared entry with this formula, charge and spin: 79.3 kcal per mole

Atomic partial charges in e from the Löwdin method, atoms 1 to 5:
1. I 0.17
2. S -0.35
3. F 0.04
4. C 0.05
5. H 0.01

> Which value of calculated total energy does entry 1 give?

-2091.142741 hartree

> What is the maximum force in the first record?

15.214 eV/Å